Entry from OMol25: a single C12H9NO molecule at a distorted geometry (ωB97M-V/def2-TZVPD).

Last column: natural (NBO) charge in e.
Positions of all 23 atoms, in Å:
O  0.734  0.700  2.769  -0.631
C  1.180  0.878  1.662  0.614
C  1.932  2.028  1.173  -0.336
C  2.464  1.965  -0.101  -0.141
C  2.316  0.861  -0.915  -0.338
C  1.507  -0.220  -0.467  0.086
N  0.893  -0.175  0.715  -0.381
C  0.093  -1.323  1.190  -0.251
C  -1.082  -1.719  0.288  -0.050
C  -1.975  -0.800  -0.248  0.001
C  -2.805  -1.103  -1.143  0.070
C  -3.047  -2.271  -1.745  -0.282
C  -2.260  -3.275  -1.091  -0.179
C  -1.336  -3.026  -0.093  -0.240
H  2.076  2.832  1.964  0.243
H  3.075  2.796  -0.373  0.216
H  2.806  0.796  -1.854  0.221
H  1.619  -1.027  -1.203  0.226
H  0.747  -2.203  1.407  0.205
H  -0.294  -0.896  2.077  0.272
H  -3.760  -2.492  -2.615  0.241
H  -2.414  -4.271  -1.308  0.214
H  -0.535  -3.645  0.107  0.221

Atoms 1-3, force components in eV/Å:
-0.16 0.54 1.38
-0.30 -0.20 -0.85
-0.23 -0.52 0.41

SMILES string = O=c1ccccn1Cc1c#cccc1
F_max = 4.535 eV/Å
Energy above the lowest of the compared OMol25 structures with the same formula, charge and spin = 380.6 kJ/mol
E = -16122.8985 eV
Lowest unoccupied orbital energy = -0.22 eV
HOMO-LUMO gap = 7.9 eV
HOMO energy = -8.15 eV



Entry from OMol25: a 3-piece molecular cluster, C15H28NO7 overall at a distorted geometry (ωB97M-V/def2-TZVPD).

Last column: natural (NBO) charge in e.
Positions of all 51 atoms, in Å:
C  -2.431  2.765  1.028  -0.806
C  -1.453  2.304  1.911  -0.157
C  -0.851  1.033  1.987  -0.524
C  -0.608  0.344  0.646  -0.437
C  0.881  0.231  0.282  -0.208
N  1.649  1.458  0.537  -0.432
C  1.233  2.555  -0.330  -0.227
C  1.296  3.925  0.362  -0.611
C  3.018  1.299  0.536  0.692
C  3.622  -0.013  1.015  -0.709
O  3.789  2.206  0.209  -0.655
H  -2.373  2.525  -0.025  0.163
H  -3.233  3.402  1.373  0.172
H  -1.079  3.014  2.655  0.159
H  0.098  1.187  2.519  0.150
H  -1.125  0.824  -0.179  0.197
H  -0.980  -0.688  0.683  0.181
H  0.952  -0.021  -0.787  0.158
H  1.272  -0.623  0.821  0.199
H  0.198  2.430  -0.633  0.221
H  1.806  2.574  -1.257  0.175
H  1.431  3.779  1.426  0.220
H  2.177  4.441  -0.015  0.197
H  0.427  4.529  0.130  0.213
H  4.695  0.055  0.933  0.226
H  3.244  -0.812  0.386  0.219
H  3.299  -0.183  2.039  0.231
C  1.950  -5.940  1.577  -0.253
O  1.473  -4.620  1.816  -0.494
C  0.387  -4.563  2.593  0.980
O  -0.174  -5.515  3.074  -0.657
O  0.048  -3.293  2.736  -0.480
C  -1.109  -3.069  3.550  -0.264
H  2.825  -5.842  0.940  0.191
H  2.237  -6.422  2.510  0.187
H  1.197  -6.536  1.064  0.189
H  -0.940  -3.435  4.561  0.181
H  -1.982  -3.550  3.114  0.187
H  -1.272  -1.993  3.575  0.229
C  0.167  1.136  -4.122  -0.255
O  -1.054  1.091  -3.388  -0.480
C  -2.134  0.851  -4.120  0.981
O  -2.160  0.676  -5.312  -0.662
O  -3.186  0.838  -3.307  -0.479
C  -4.431  0.592  -3.952  -0.253
H  0.955  1.339  -3.402  0.204
H  0.364  0.182  -4.608  0.185
H  0.146  1.936  -4.860  0.187
H  -4.430  -0.385  -4.432  0.185
H  -4.646  1.370  -4.684  0.186
H  -5.188  0.611  -3.174  0.199

Atoms 1-3, force components in eV/Å:
0.59 0.24 0.06
-0.93 -0.30 -0.06
1.57 1.46 -0.97

F_max = 2.348 eV/Å
E = -31829.9673 eV
Lowest unoccupied orbital energy = 2.55 eV
Charge = -1
HOMO-LUMO gap = 4.0 eV
HOMO energy = -1.49 eV



Entry from OMol25: a 2-piece molecular cluster, C5H12O overall at a distorted geometry (ωB97M-V/def2-TZVPD).

Last column: natural (NBO) charge in e.
Positions of all 18 atoms, in Å:
C  -1.378  2.060  -2.479  -0.636
C  -0.747  0.815  -1.863  -0.267
C  0.473  0.893  -1.292  0.113
O  1.113  -0.166  -0.661  -0.694
H  -2.044  2.608  -1.783  0.213
H  -0.566  2.760  -2.745  0.208
H  -1.996  1.862  -3.373  0.216
H  -1.349  -0.094  -1.859  0.212
H  1.057  1.826  -1.303  0.159
H  2.062  -0.070  -0.945  0.477
C  0.849  -1.597  2.897  -0.610
C  -0.069  -1.486  1.689  -0.602
H  1.906  -1.356  2.623  0.197
H  1.021  -2.641  3.184  0.200
H  0.553  -0.977  3.794  0.202
H  0.290  -2.182  0.922  0.204
H  -1.079  -1.772  1.906  0.194
H  -0.097  -0.483  1.287  0.214

Atoms 1-3, force components in eV/Å:
0.14 0.28 0.18
0.60 0.73 0.46
-0.94 -0.30 -0.65

SMILES string = C/C=C/O.CC
F_max = 1.891 eV/Å
Energy above the lowest of the compared OMol25 structures with the same formula, charge and spin = 143.5 kJ/mol
E = -7425.8240 eV
Lowest unoccupied orbital energy = 0.81 eV
HOMO-LUMO gap = 9.7 eV
HOMO energy = -8.89 eV



Entry from OMol25: a 3-piece molecular cluster, C19H32O9 overall at a distorted geometry (ωB97M-V/def2-TZVPD).

Last column: natural (NBO) charge in e.
Positions of all 60 atoms, in Å:
C  -0.511  -5.198  -3.471  -0.722
C  0.707  -4.619  -2.578  0.809
O  1.285  -5.397  -1.789  -0.612
O  1.038  -3.270  -2.817  -0.521
C  2.012  -2.762  -1.869  -0.081
C  1.706  -1.166  -1.738  -0.424
C  3.027  -0.269  -1.623  -0.412
C  2.581  1.245  -2.009  -0.399
C  3.633  2.317  -1.373  -0.412
C  2.861  3.461  -0.566  -0.408
C  2.299  2.981  0.868  -0.437
C  2.003  4.278  1.764  -0.092
O  0.949  5.131  1.245  -0.492
C  -0.321  4.745  1.714  0.976
O  -1.289  4.888  0.917  -0.609
O  -0.594  4.253  3.009  -0.718
H  -0.937  -6.163  -3.053  0.242
H  -1.320  -4.411  -3.657  0.238
H  -0.021  -5.461  -4.485  0.239
H  1.917  -3.173  -0.815  0.211
H  3.070  -2.861  -2.310  0.182
H  1.060  -1.053  -0.791  0.215
H  1.068  -0.839  -2.632  0.220
H  3.431  -0.209  -0.551  0.202
H  3.812  -0.593  -2.386  0.207
H  1.546  1.516  -1.614  0.202
H  2.599  1.347  -3.144  0.209
H  4.144  2.804  -2.290  0.210
H  4.457  1.793  -0.784  0.202
H  3.533  4.364  -0.375  0.207
H  1.935  3.805  -1.165  0.217
H  3.157  2.421  1.406  0.209
H  1.428  2.247  0.805  0.212
H  2.971  4.907  1.744  0.194
H  1.869  3.953  2.848  0.209
H  -1.219  3.494  2.980  0.525
O  -3.425  1.750  3.449  -0.592
C  -3.722  1.687  2.281  0.792
C  -3.233  2.612  1.202  -0.540
C  -4.200  2.326  0.074  -0.425
C  -4.579  0.885  0.328  -0.080
O  -4.526  0.727  1.752  -0.487
H  -2.208  2.340  0.938  0.234
H  -3.285  3.651  1.523  0.265
H  -3.779  2.492  -0.919  0.228
H  -5.083  2.966  0.177  0.208
H  -3.874  0.183  -0.127  0.204
H  -5.584  0.657  -0.030  0.193
O  -2.013  -1.668  -0.041  -0.578
C  -1.478  -2.491  0.657  0.798
C  -2.033  -3.051  1.939  -0.533
C  -0.813  -3.701  2.557  -0.429
C  0.002  -4.085  1.343  -0.072
O  -0.287  -3.081  0.362  -0.499
H  -2.809  -3.783  1.702  0.240
H  -2.431  -2.259  2.573  0.253
H  -1.047  -4.548  3.203  0.226
H  -0.266  -2.963  3.152  0.210
H  -0.286  -5.060  0.939  0.190
H  1.072  -4.094  1.555  0.200

Atoms 1-3, force components in eV/Å:
1.02 0.87 -0.66
-0.10 -1.95 0.68
-1.38 3.01 -2.15

SMILES string = CC(=O)OCCCCCCCCOC(=O)O.O=C1CCCO1.O=C1CCCO1
F_max = 5.075 eV/Å
E = -38647.7978 eV
Lowest unoccupied orbital energy = 0.42 eV
HOMO-LUMO gap = 10.7 eV
HOMO energy = -10.25 eV



Entry from OMol25: a 2-piece molecular cluster, C24H26N3 overall at a distorted geometry (ωB97M-V/def2-TZVPD).

Last column: natural (NBO) charge in e.
Positions of all 53 atoms, in Å:
C  -1.671  -0.984  -4.393  -0.416
N  -1.276  -0.033  -3.371  -0.281
C  -0.818  -0.354  -2.132  0.179
C  -0.648  0.828  -1.366  -0.226
C  -0.164  0.881  -0.064  0.180
C  0.121  2.133  0.588  -0.192
C  0.887  3.149  -0.049  -0.151
C  1.069  4.388  0.547  -0.218
C  0.476  4.674  1.783  0.034
C  0.605  6.046  2.364  -0.643
C  -0.234  3.668  2.453  -0.176
C  -0.374  2.408  1.891  -0.145
C  -1.109  1.933  -2.234  0.001
C  -1.401  3.277  -2.049  -0.203
C  -1.858  4.042  -3.137  -0.189
C  -2.093  3.455  -4.389  -0.184
C  -1.909  2.075  -4.569  -0.229
C  -1.425  1.354  -3.485  0.113
H  -1.908  -0.434  -5.306  0.231
H  -0.857  -1.692  -4.588  0.232
H  -2.559  -1.554  -4.082  0.232
H  -0.608  -1.373  -1.823  0.249
H  -0.083  -0.039  0.491  0.249
H  1.326  2.941  -1.026  0.228
H  1.652  5.161  0.040  0.229
H  0.080  6.109  3.320  0.225
H  1.656  6.312  2.528  0.238
H  0.183  6.801  1.688  0.235
H  -0.683  3.896  3.423  0.221
H  -0.921  1.618  2.410  0.220
H  -1.288  3.721  -1.063  0.236
H  -2.035  5.110  -3.000  0.231
H  -2.434  4.068  -5.222  0.235
H  -2.122  1.573  -5.511  0.227
C  2.338  -6.396  2.409  -0.404
N  1.255  -5.448  2.571  -0.401
C  0.049  -6.024  3.133  -0.403
C  1.280  -4.177  2.068  0.247
C  0.324  -3.212  2.485  -0.312
C  0.214  -2.013  1.780  0.040
N  0.992  -1.682  0.732  -0.549
C  1.975  -2.547  0.408  0.063
C  2.191  -3.771  1.057  -0.321
H  3.152  -5.988  1.807  0.212
H  2.739  -6.665  3.397  0.206
H  1.969  -7.318  1.939  0.202
H  -0.604  -5.260  3.559  0.211
H  -0.524  -6.570  2.365  0.197
H  0.329  -6.737  3.917  0.212
H  -0.345  -3.381  3.327  0.224
H  -0.548  -1.288  2.075  0.181
H  2.633  -2.264  -0.417  0.198
H  3.004  -4.416  0.721  0.226

Atoms 1-3, force components in eV/Å:
-0.04 -0.51 -0.31
0.80 -0.86 1.87
-0.55 0.55 -1.34

F_max = 2.208 eV/Å
Energy above the lowest of the compared OMol25 structures with the same formula, charge and spin = 6.5 kJ/mol
E = -29773.6434 eV
Lowest unoccupied orbital energy = -4.36 eV
Charge = +1
HOMO-LUMO gap = 6.0 eV
HOMO energy = -10.40 eV



Entry from OMol25: CH3O3P as an isolated structure at a distorted geometry (ωB97M-V/def2-TZVPD).

Last column: natural (NBO) charge in e.
Positions of all 8 atoms, in Å:
C  0.423  0.664  1.002  0.157
O  0.307  -0.682  0.749  -0.765
O  -0.551  1.205  0.083  -0.563
O  -0.127  -0.955  -1.762  -0.951
P  -0.974  -0.681  -0.346  1.230
H  0.023  0.765  2.025  0.175
H  1.433  1.018  0.736  0.215
H  -0.534  -1.334  -2.488  0.501

Atoms 1-3, force components in eV/Å:
-2.61 1.13 -0.14
-0.39 -1.92 -1.41
1.63 0.24 0.90

F_max = 3.546 eV/Å
Energy above the lowest of the compared OMol25 structures with the same formula, charge and spin = 90.2 kJ/mol
Spin multiplicity = 3
E = -16512.6865 eV
Lowest unoccupied orbital energy (spin up / spin down) = 0.79 / -3.37 eV
HOMO-LUMO gap (spin up / spin down) = 7.0 / 7.2 eV
HOMO energy (spin up / spin down) = -6.20 / -10.59 eV